No. 1
A cluster of 16 separate species, C54H108NO16 in total at a distorted geometry. Source: the OMol25 dataset; level of theory: the ωB97M-V functional and the def2-TZVPD basis.

ORCA input file:
```
! wB97M-V def2-TZVPD RIJCOSX def2/J DEFGRID3
* xyz -1 1
C 0.4450 -0.9364 -1.4487
C -0.2487 0.3980 -1.3156
C -1.3879 0.3719 -0.1888
C -0.9176 0.5405 1.2339
C 0.0434 1.7254 1.2734
C 1.2410 1.7515 0.2399
N 0.6568 1.5502 -1.0814
O 1.6325 1.7981 -2.1929
C 2.2536 0.6458 0.5987
C 1.9691 3.1004 0.3399
C -1.1319 0.6330 -2.5846
H -0.1891 -1.7622 -1.7713
H 0.9343 -1.2414 -0.5236
H 1.2428 -0.8517 -2.1865
H -1.7889 -0.6397 -0.2512
H -2.1181 1.1463 -0.4239
H -0.4818 -0.3374 1.7108
H -1.8557 0.7396 1.7520
H 0.3732 1.9510 2.2876
H -0.6145 2.5607 1.0334
H 2.7740 0.2469 -0.2720
H 1.7589 -0.1707 1.1246
H 3.0279 1.0522 1.2493
H 1.3939 3.9327 -0.0658
H 2.9107 3.0876 -0.2090
H 2.1244 3.3846 1.3807
H -1.7401 1.5349 -2.5150
H -1.7625 -0.2022 -2.8892
H -0.5684 0.8052 -3.5017
C 3.3895 3.5223 7.0412
C 2.9081 3.3973 8.4601
O 3.0511 2.3147 8.9781
C 2.3421 4.5872 9.1714
H 3.6595 2.5229 6.6999
H 4.2798 4.1473 6.9713
H 2.5428 3.9075 6.4731
H 3.1533 5.2312 9.5110
H 1.7826 4.2763 10.0537
H 1.6449 5.0909 8.5018
C -6.3486 4.2748 -4.9778
C -6.3115 4.8436 -3.5360
O -5.1976 4.9849 -2.9824
C -7.5659 5.1598 -2.7654
H -5.4603 3.6553 -5.1015
H -6.3484 5.0286 -5.7651
H -7.2568 3.6760 -5.0462
H -8.3861 5.1466 -3.4832
H -7.4461 6.1092 -2.2435
H -7.8533 4.3751 -2.0656
C -0.5085 4.1536 -9.9447
C -0.3648 3.0058 -8.9166
O 0.1027 3.2910 -7.8022
C -0.4356 1.5614 -9.3474
H -1.5108 4.1296 -10.3722
H 0.2207 4.0985 -10.7530
H -0.3878 5.1073 -9.4309
H 0.5525 1.1431 -9.5392
H -1.1634 1.4364 -10.1491
H -0.7300 0.8562 -8.5701
C 3.5942 -1.9047 -6.7689
C 3.5653 -3.3421 -6.1627
O 2.9591 -4.2631 -6.7151
C 4.3047 -3.5679 -4.9372
H 3.1781 -1.8561 -7.7752
H 4.5467 -1.3877 -6.6523
H 2.8693 -1.2834 -6.2429
H 4.8207 -4.5272 -4.9770
H 3.6528 -3.4393 -4.0731
H 5.1535 -2.8853 -4.8952
C 0.4131 -3.0963 8.5909
C 1.0751 -3.1961 7.2216
O 1.8376 -4.1267 6.9717
C 0.9012 -2.0238 6.3004
H 0.8039 -3.9175 9.1918
H -0.6701 -3.2044 8.5355
H 0.5996 -2.1500 9.0987
H 1.1854 -1.1686 6.9134
H -0.1539 -1.9023 6.0552
H 1.4865 -2.0847 5.3829
C -3.0661 3.1744 6.4592
C -2.9497 3.9044 7.7987
O -2.8277 5.1319 7.8158
C -2.9953 3.0779 9.0886
H -3.3855 3.8874 5.6991
H -3.7440 2.3227 6.5147
H -2.0371 2.8578 6.2884
H -2.5452 2.0953 8.9473
H -4.0335 3.0459 9.4190
H -2.3497 3.6473 9.7573
C -6.4142 -2.0767 -1.4455
C -7.2173 -1.4702 -2.5615
O -7.4501 -0.3110 -2.6857
C -7.7999 -2.4428 -3.5903
H -5.4760 -2.4665 -1.8403
H -6.9404 -2.9280 -1.0136
H -6.2833 -1.3323 -0.6601
H -8.0907 -3.3882 -3.1323
H -6.9860 -2.7101 -4.2642
H -8.6741 -2.0273 -4.0915
C -3.8111 7.3519 1.2408
C -2.3638 7.7142 1.3271
O -1.7379 7.9945 0.3114
C -1.7145 7.6652 2.6664
H -4.3729 7.9048 0.4880
H -4.2348 7.5488 2.2256
H -3.9568 6.3079 0.9635
H -2.3009 8.2390 3.3840
H -0.7020 8.0678 2.6940
H -1.5483 6.6182 2.9197
C 7.8933 5.9108 -0.0324
C 6.7456 6.5527 -0.7148
O 6.5424 6.4003 -1.9226
C 5.8277 7.4090 0.1625
H 8.8136 5.9783 -0.6125
H 7.6749 4.9084 0.3356
H 8.0698 6.5040 0.8648
H 4.8816 7.6017 -0.3434
H 6.3126 8.3731 0.3156
H 5.5415 6.8285 1.0395
C -2.5780 -7.2956 -7.0528
C -2.9571 -6.0191 -6.3165
O -3.6165 -6.0113 -5.2345
C -2.3547 -4.7425 -6.8084
H -2.9382 -7.1981 -8.0769
H -3.0907 -8.1650 -6.6413
H -1.5315 -7.5974 -7.0948
H -1.3718 -4.9328 -7.2394
H -2.2600 -3.9992 -6.0168
H -3.0416 -4.3398 -7.5527
C 8.4508 0.2685 -1.5101
C 9.4301 -0.7855 -1.8650
O 9.4504 -1.3288 -2.9892
C 10.5243 -1.1192 -0.7603
H 7.9844 0.1312 -0.5345
H 7.6452 0.3077 -2.2433
H 8.9616 1.2285 -1.5854
H 10.9769 -0.2067 -0.3721
H 11.2612 -1.8151 -1.1612
H 10.1259 -1.6883 0.0796
C 6.6760 -4.6588 0.4071
C 6.4842 -4.2624 1.8799
O 7.3539 -3.6474 2.5003
C 5.1247 -4.4879 2.5262
H 6.6254 -5.7365 0.2519
H 7.6536 -4.3374 0.0477
H 5.9069 -4.3008 -0.2774
H 5.0328 -3.8934 3.4352
H 5.0026 -5.5187 2.8590
H 4.4148 -4.1871 1.7558
C -6.5021 2.2227 2.0950
C -7.6007 1.2464 2.5435
O -8.7882 1.5657 2.3197
C -7.3721 -0.1045 3.1559
H -6.1786 1.9709 1.0851
H -5.6272 2.0613 2.7247
H -6.8429 3.2580 2.1017
H -8.0668 -0.8342 2.7400
H -7.5463 -0.0789 4.2316
H -6.3620 -0.3996 2.8719
C 1.4072 -7.0744 -2.5567
C 2.0620 -8.3822 -2.9613
O 1.4131 -9.1050 -3.7264
C 3.4621 -8.6316 -2.5765
H 0.3283 -7.2244 -2.5955
H 1.7179 -6.3233 -3.2830
H 1.7482 -6.6656 -1.6055
H 3.6834 -8.3979 -1.5351
H 4.1777 -8.0690 -3.1762
H 3.6581 -9.6828 -2.7877
C -3.3865 -5.2379 3.2322
C -3.8333 -6.5444 3.8415
O -4.6098 -7.2457 3.1828
C -3.4015 -6.8862 5.2455
H -3.3197 -4.5258 4.0547
H -4.0014 -4.7732 2.4615
H -2.3783 -5.2904 2.8212
H -3.8132 -6.1360 5.9205
H -2.3248 -6.9277 5.4100
H -3.7951 -7.8373 5.6043
*
```

Output
Electronic energy (eV): -91993.4081
LUMO energy (eV): 1.25
Orbital gap (eV): 3.104
ΔE to the lowest compared entry with this formula, charge and spin (kJ/mol): 458.6

***

No. 2
A structure of composition C24H25EuIN2O2S2 at a distorted geometry. Source: the OMol25 dataset; level of theory: the ωB97M-V functional and the def2-TZVPD basis.

ORCA input file:
```
! wB97M-V def2-TZVPD RIJCOSX def2/J DEFGRID3
* xyz -1 7
Eu -0.3457 0.3194 -0.2209
C 2.8855 -0.7681 -0.4856
N 1.6821 -1.0776 -1.2652
C 1.3051 -2.4954 -1.0858
C 0.5895 -2.7959 0.2350
N -0.7663 -2.2348 0.2838
C -1.6917 -3.0109 -0.5600
C -1.3427 -2.1974 1.6184
C -1.0448 -3.1802 2.5539
C -1.6429 -3.1983 3.8029
C -2.5713 -2.2193 4.1232
C -2.8915 -1.2456 3.1958
C -2.3042 -1.2126 1.9245
S -2.8699 -0.0025 0.7826
C 1.8045 -0.7491 -2.6725
C 3.0496 -0.6668 -3.2873
C 3.1804 -0.3745 -4.6356
C 2.0404 -0.1678 -5.3978
C 0.7958 -0.2475 -4.8026
C 0.6388 -0.5296 -3.4378
S -0.9845 -0.6008 -2.7898
H 3.7095 -1.4571 -0.7103
H 2.6582 -0.8347 0.5766
H 3.2067 0.2500 -0.7018
H 2.2120 -3.1152 -1.1207
H 0.6737 -2.7885 -1.9227
H 1.1558 -2.3847 1.0736
H 0.5737 -3.8900 0.3390
H -1.7354 -4.0545 -0.2185
H -1.3917 -2.9729 -1.6029
H -2.6830 -2.5672 -0.4858
H -0.3140 -3.9431 2.3152
H -1.3825 -3.9689 4.5171
H -3.0424 -2.2120 5.0990
H -3.6099 -0.4711 3.4322
H 3.9492 -0.8307 -2.7084
H 4.1671 -0.3055 -5.0757
H 2.1238 0.0598 -6.4541
H -0.1055 -0.0795 -5.3772
C 0.0626 2.7388 -0.7323
H 0.5807 2.8737 -1.6947
H 0.6861 3.2665 0.0059
H -0.8536 3.3420 -0.8181
I -1.5443 4.8779 6.3770
C -0.7482 3.2992 5.2190
C 0.1006 2.3852 5.8204
C 0.6276 1.3621 5.0484
C 0.3229 1.2578 3.6964
C -0.5332 2.1874 3.1185
C -1.0796 3.2113 3.8793
C 0.9469 0.1211 2.9041
O 1.5702 -0.7422 3.5061
O 0.7884 0.1557 1.6256
H 0.3442 2.4635 6.8710
H 1.2816 0.6155 5.4794
H -0.7888 2.1199 2.0709
H -1.7530 3.9248 3.4246
*
```

Output
Electronic energy (eV): -81467.7798
LUMO energy (spin up / spin down) (eV): 2.02 / -0.81
Orbital gap (spin up / spin down) (eV): 4.711 / 3.944
Expectation value of S²: 12.029
ΔE to the lowest compared entry with this formula, charge and spin (kJ/mol): 547.2